Run w
Computed, not measured: one molecule with the formula C5H11B, with ωB97M-V/def2-TZVPD.

Last column: natural (NBO) charge in e.
Atoms and positions in Å:
1 B 0.03 0.15 0.86  0.838
2 C 0.48 0.57 -0.53  -0.565
3 C -0.79 -0.41 -0.33  -0.532
4 C 0.36 0.24 2.37  -0.988
5 C 1.78 0.12 -1.02  -0.593
6 C -2.16 -0.31 -0.92  -0.592
7 H 0.18 1.54 -0.97  0.234
8 H -0.46 -1.47 -0.50  0.218
9 H -0.40 -0.25 3.04  0.243
10 H 0.73 1.17 2.55  0.244
11 H 1.28 -0.44 2.24  0.254
12 H 2.21 -0.61 -0.37  0.193
13 H 2.45 0.96 -1.23  0.216
14 H 1.67 -0.34 -1.96  0.200
15 H -2.55 0.70 -0.91  0.206
16 H -2.72 -1.08 -0.32  0.219
17 H -2.10 -0.54 -2.01  0.203

Properties
HOMO energy (eV): -8.9
Charge: 0
SMILES: CB1[C@@H](C)[C@@H]1C
HOMO-LUMO gap (eV): 9.5606

=====

Run x
Computed, not measured: C5H11B as an isolated structure, with ωB97M-V/def2-TZVPD.

Last column: natural (NBO) charge in e.
Atoms and positions in Å:
1 B 0.75 -0.39 0.27  0.868
2 C -2.57 1.43 -0.41  -0.408
3 C -1.49 0.64 -0.53  -0.177
4 C 1.03 -0.92 -1.23  -0.975
5 C 1.75 -1.01 1.36  -0.995
6 C -0.33 0.70 0.45  -0.823
7 H -3.52 1.46 -0.90  0.205
8 H -2.72 1.99 0.50  0.178
9 H -1.30 0.04 -1.46  0.208
10 H 0.16 -1.60 -1.33  0.237
11 H 1.92 -1.39 -1.47  0.227
12 H 0.80 -0.12 -2.10  0.225
13 H 2.69 -1.56 1.17  0.236
14 H 1.17 -1.76 1.77  0.243
15 H 2.04 -0.44 2.30  0.233
16 H 0.11 1.95 0.05  0.272
17 H -0.49 0.97 1.55  0.247

Properties
HOMO energy (eV): -9.2
Charge: 0
HOMO-LUMO gap (eV): 9.6993

=====

Most stable one: run w, least stable one: run x.

=====

Run w
Computed, not measured: C8H12N2 as an isolated structure, with ωB97M-V/def2-TZVPD.

Last column: natural (NBO) charge in e.
Atoms and positions in Å:
1 C -1.91 -2.11 -0.01  -0.411
2 C 0.02 -0.52 0.01  0.154
3 C 0.95 -1.48 -0.15  -0.235
4 C 2.25 -1.28 -0.27  -0.294
5 C 2.69 0.00 -0.01  -0.160
6 C 1.77 1.08 0.09  -0.188
7 C 0.49 0.83 0.11  -0.092
8 C -0.45 1.96 0.38  -0.227
9 H -3.12 -2.19 0.11  0.208
10 H -1.33 -2.72 0.55  0.177
11 H -1.72 -2.60 -0.89  0.197
12 H -1.93 -0.35 1.11  0.384
13 H 0.35 -2.55 -0.19  0.197
14 H 3.28 -1.78 -0.21  0.262
15 H 4.02 0.46 -0.30  0.188
16 H 2.34 2.27 0.08  0.217
17 H 0.09 3.02 0.38  0.200
18 H -1.11 2.10 1.32  0.177
19 H -1.88 3.11 -0.60  0.332
20 H -2.07 1.41 -0.90  0.378
21 N -1.39 -0.71 0.11  -0.628
22 N -1.34 2.05 -0.72  -0.838

Properties
HOMO energy (eV): -8.2
Charge: 0
HOMO-LUMO gap (eV): 8.9871

=====

Run x
Computed, not measured: one molecule with the formula C8H12N2, with ωB97M-V/def2-TZVPD.

Last column: natural (NBO) charge in e.
Atoms and positions in Å:
1 C -2.31 1.60 0.25  -0.655
2 C -1.06 0.78 0.13  0.181
3 C 1.08 0.65 -0.22  0.196
4 C 2.50 1.33 -0.21  -0.642
5 C 1.03 -0.75 -0.03  0.174
6 C 2.35 -1.45 0.29  -0.656
7 C -1.15 -0.71 -0.06  0.195
8 C -2.50 -1.47 -0.23  -0.648
9 H -2.09 2.70 0.13  0.237
10 H -2.94 1.41 1.11  0.221
11 H -2.92 1.21 -0.52  0.220
12 H 3.24 0.72 -0.64  0.208
13 H 2.73 1.57 0.83  0.220
14 H 2.43 2.28 -0.70  0.225
15 H 2.24 -2.23 1.03  0.233
16 H 3.20 -0.77 0.50  0.220
17 H 2.66 -2.10 -0.53  0.224
18 H -2.53 -2.52 0.31  0.231
19 H -3.36 -0.94 0.10  0.216
20 H -2.61 -1.71 -1.25  0.224
21 N 0.09 1.45 -0.01  -0.408
22 N -0.05 -1.38 0.04  -0.417

Properties
HOMO energy (eV): -8.4
Charge: 0
SMILES: Cc1nc(C)c(C)nc1C
HOMO-LUMO gap (eV): 9.2742

=====

Most stable one: run x, least stable one: run w.

=====

Run w
Computed, not measured: a 2-piece molecular cluster, C3H10N3O3 overall, with ωB97M-V/def2-TZVPD.

Last column: natural (NBO) charge in e.
Atoms and positions in Å:
1 C 0.29 -1.82 0.70  -0.476
2 C 1.78 0.06 0.34  -0.338
3 C 1.23 1.02 -0.86  -0.006
4 N -1.81 0.05 -0.71  0.076
5 N 0.74 -0.48 0.94  0.069
6 N -1.31 0.06 0.39  0.157
7 O 0.97 2.35 -0.56  -0.628
8 O -3.17 0.25 -0.87  -0.545
9 O -2.12 0.12 1.48  -0.515
10 H 0.16 -2.05 -0.34  0.238
11 H 1.07 -2.48 1.20  0.287
12 H -0.52 -2.03 1.29  0.237
13 H 2.47 -0.66 -0.36  0.212
14 H 2.48 0.55 0.97  0.276
15 H 0.22 0.59 -1.22  0.232
16 H 2.04 0.86 -1.58  0.216
17 H 1.80 2.76 -0.42  0.485
18 H -3.26 0.75 -1.68  0.515
19 H -3.07 0.11 1.30  0.508

Properties
HOMO energy (alpha / beta) (eV): -14.9 / -14.9
Charge: +1
HOMO-LUMO gap (alpha / beta) (eV): 8.1018 / 8.0994

=====

Run x
Computed, not measured: a 2-piece molecular cluster, C3H10N3O3 overall, with ωB97M-V/def2-TZVPD.

Last column: natural (NBO) charge in e.
Atoms and positions in Å:
1 C -0.06 1.99 1.65  -0.663
2 C -0.36 -0.67 1.98  -0.326
3 C -0.27 0.56 1.21  0.494
4 N -0.44 0.37 -0.03  -0.609
5 N 1.07 -0.59 -3.21  0.744
6 N -0.93 -1.73 1.15  -0.838
7 O 1.70 -1.38 -2.57  -0.319
8 O 1.39 -0.45 -4.52  -0.489
9 O 0.25 0.14 -2.76  -0.439
10 H -0.89 2.24 2.36  0.278
11 H 0.92 2.10 2.07  0.264
12 H 0.02 2.48 0.75  0.226
13 H 0.52 -0.89 2.45  0.246
14 H -1.08 -0.59 2.74  0.248
15 H -0.86 -0.51 -0.16  0.447
16 H -0.22 1.07 -0.69  0.433
17 H -1.65 -2.30 1.66  0.415
18 H -0.22 -2.24 0.77  0.379
19 H 1.12 0.41 -4.85  0.510

Properties
HOMO energy (eV): -14.8
Charge: +1
HOMO-LUMO gap (eV): 10.9418

=====

Most stable one: run x, least stable one: run w.

=====

Run w
Computed, not measured: C22H21AsN3O4S3Ta as an isolated structure, with ωB97M-V/def2-TZVPD.

Last column: natural (NBO) charge in e.
Atoms and positions in Å:
1 Ta -0.36 -0.02 0.33  1.480
2 S 1.36 -1.66 0.28  0.050
3 C 0.87 -3.23 -0.33  -0.186
4 C 1.83 -4.22 -0.51  -0.188
5 C 1.41 -5.48 -0.91  -0.161
6 C 0.06 -5.74 -1.13  -0.188
7 C -0.89 -4.74 -0.96  -0.121
8 C -0.48 -3.49 -0.56  -0.370
9 As -1.70 -2.03 -0.37  1.055
10 C -2.12 -1.62 -2.20  -0.385
11 C -1.23 -1.98 -3.20  -0.146
12 C -1.49 -1.57 -4.51  -0.210
13 C -2.61 -0.80 -4.79  -0.158
14 C -3.48 -0.43 -3.77  -0.189
15 C -3.24 -0.82 -2.47  -0.205
16 C -3.20 -2.82 0.43  -0.269
17 C -4.29 -3.18 -0.35  -0.221
18 C -5.32 -3.88 0.25  -0.183
19 C -5.25 -4.23 1.59  -0.166
20 C -4.14 -3.88 2.35  -0.179
21 C -3.10 -3.17 1.77  -0.235
22 H 2.88 -4.01 -0.34  0.243
23 H 2.14 -6.26 -1.05  0.247
24 H -0.25 -6.73 -1.44  0.246
25 H -1.94 -4.95 -1.13  0.232
26 H -0.36 -2.58 -2.99  0.217
27 H -0.81 -1.86 -5.30  0.239
28 H -2.80 -0.49 -5.80  0.241
29 H -4.35 0.18 -4.00  0.241
30 H -3.91 -0.51 -1.68  0.232
31 H -4.34 -2.92 -1.39  0.238
32 H -6.18 -4.17 -0.34  0.242
33 H -6.06 -4.78 2.05  0.242
34 H -4.08 -4.17 3.40  0.232
35 H -2.23 -2.90 2.35  0.203
36 C 0.45 0.07 6.27  -0.431
37 N 0.02 0.03 4.88  -0.345
38 C -1.37 0.19 4.43  -0.312
39 C -1.17 0.03 2.95  0.692
40 O -1.98 0.03 2.01  -0.599
41 N 0.12 -0.17 2.65  -0.646
42 C 0.81 -0.18 3.83  0.678
43 N 2.10 -0.41 3.90  -0.734
44 H -0.36 0.47 6.87  0.252
45 H 1.31 0.73 6.39  0.231
46 H 0.70 -0.93 6.64  0.231
47 H -1.78 1.17 4.67  0.277
48 H -2.03 -0.58 4.83  0.268
49 H 2.63 -0.58 3.05  0.440
50 H 2.59 -0.44 4.78  0.437
51 O -0.36 1.96 0.98  -0.906
52 S -0.89 2.19 -0.44  2.126
53 O -1.90 1.02 -0.50  -0.895
54 O -1.34 3.47 -0.80  -0.772
55 S 0.61 1.22 -1.44  -0.110

Properties
HOMO energy (eV): -14.5
Charge: +2
HOMO-LUMO gap (eV): 6.4707

=====

Run x
Computed, not measured: C22H21AsN3O4S3Ta as an isolated structure, with ωB97M-V/def2-TZVPD.

Last column: natural (NBO) charge in e.
Atoms and positions in Å:
1 Ta 0.49 -1.51 0.73  1.636
2 S 1.08 -0.55 2.76  0.075
3 C -0.53 -0.16 3.44  -0.195
4 C -0.76 -0.38 4.79  -0.187
5 C -1.98 -0.02 5.33  -0.151
6 C -2.97 0.56 4.54  -0.172
7 C -2.74 0.78 3.19  -0.209
8 C -1.52 0.42 2.64  -0.285
9 As -1.08 0.65 0.78  1.093
10 C -2.71 0.81 -0.21  -0.421
11 C -3.79 -0.02 0.07  -0.210
12 C -4.96 0.13 -0.66  -0.193
13 C -5.04 1.09 -1.66  -0.156
14 C -3.96 1.92 -1.93  -0.208
15 C -2.78 1.78 -1.20  -0.135
16 C -0.08 2.27 0.58  -0.277
17 C -0.24 3.30 1.51  -0.235
18 C 0.47 4.48 1.34  -0.171
19 C 1.32 4.62 0.25  -0.167
20 C 1.48 3.59 -0.67  -0.195
21 C 0.78 2.41 -0.51  -0.240
22 H 0.01 -0.82 5.41  0.248
23 H -2.17 -0.19 6.39  0.249
24 H -3.92 0.84 4.98  0.247
25 H -3.51 1.22 2.58  0.243
26 H -3.74 -0.76 0.86  0.231
27 H -5.81 -0.51 -0.45  0.241
28 H -5.95 1.20 -2.23  0.241
29 H -4.03 2.67 -2.70  0.239
30 H -1.95 2.44 -1.40  0.220
31 H -0.91 3.18 2.35  0.230
32 H 0.35 5.28 2.05  0.240
33 H 1.87 5.55 0.12  0.240
34 H 2.14 3.72 -1.52  0.233
35 H 0.90 1.61 -1.23  0.217
36 C 5.21 -3.31 -3.25  -0.432
37 N 4.16 -2.46 -2.70  -0.339
38 C 3.80 -2.38 -1.29  -0.313
39 C 2.67 -1.40 -1.39  0.659
40 O 2.00 -0.98 -0.34  -0.724
41 N 2.42 -1.01 -2.59  -0.474
42 C 3.34 -1.68 -3.38  0.649
43 N 3.35 -1.51 -4.68  -0.721
44 H 5.77 -3.75 -2.43  0.250
45 H 5.90 -2.71 -3.85  0.232
46 H 4.78 -4.11 -3.85  0.234
47 H 4.61 -1.99 -0.68  0.266
48 H 3.46 -3.34 -0.89  0.274
49 H 2.68 -0.89 -5.10  0.446
50 H 3.99 -2.00 -5.29  0.434
51 O -0.75 -5.21 0.18  -0.794
52 S -0.38 -3.86 0.27  2.158
53 O 0.93 -3.40 -0.35  -0.960
54 O -0.14 -3.26 1.67  -0.916
55 S -1.55 -2.33 -0.41  -0.245

Properties
HOMO energy (eV): -14.5
Charge: +2
HOMO-LUMO gap (eV): 7.4315

=====

Most stable one: run x, least stable one: run w.

=====

Run w
Computed, not measured: a 2-piece molecular cluster, C3H11N2OS overall, with ωB97M-V/def2-TZVPD.

Last column: natural (NBO) charge in e.
Atoms and positions in Å:
1 C -1.73 -0.28 0.86  -0.216
2 C -1.91 -0.38 -0.66  -0.523
3 S -0.53 0.29 -1.69  -0.762
4 N -0.40 -0.68 1.26  -0.684
5 C 0.32 0.27 2.09  -0.030
6 N 1.59 0.80 1.55  -0.875
7 H -2.50 -0.95 1.27  0.149
8 H -2.01 0.73 1.19  0.160
9 H -1.85 -1.44 -0.90  0.176
10 H -2.86 0.05 -0.97  0.187
11 H 0.09 -0.95 0.42  0.386
12 H -0.25 1.14 2.44  0.163
13 H 0.62 -0.28 2.96  0.139
14 H 1.51 1.74 1.20  0.358
15 H 2.02 0.18 0.89  0.376
16 H 2.08 0.37 -1.55  0.513
17 H 2.48 -1.16 -1.19  0.477
18 O 2.78 -0.27 -1.37  -0.994

Properties
HOMO energy (eV): -2.8
Charge: -1
HOMO-LUMO gap (eV): 6.7803

=====

Run x
Computed, not measured: a 2-piece molecular cluster, C3H11N2OS overall, with ωB97M-V/def2-TZVPD.

Last column: natural (NBO) charge in e.
Atoms and positions in Å:
1 C -1.28 0.15 0.19  -0.214
2 C -1.91 -0.38 -1.05  -0.530
3 S -1.05 0.43 -2.47  -0.758
4 N 0.10 -0.34 0.46  -0.693
5 C 1.02 0.76 0.94  -0.076
6 N 1.28 0.66 2.33  -0.864
7 H -2.00 -0.20 0.99  0.139
8 H -1.35 1.30 0.26  0.173
9 H -1.82 -1.51 -1.15  0.181
10 H -2.97 -0.23 -1.02  0.182
11 H 0.49 -0.88 -0.36  0.395
12 H 1.81 1.08 0.22  0.171
13 H 0.46 1.66 0.79  0.172
14 H 1.26 -0.29 2.54  0.362
15 H 0.70 1.20 2.98  0.356
16 H 1.64 -0.59 -1.46  0.471
17 H 1.75 -1.38 -2.57  0.477
18 O 1.89 -1.47 -1.62  -0.944

Properties
HOMO energy (eV): -2.6
Charge: -1
HOMO-LUMO gap (eV): 6.5674

=====

Most stable one: run w, least stable one: run x.

=====

Run w
Computed, not measured: one molecule with the formula C4H6N4O, with ωB97M-V/def2-TZVPD.

Last column: natural (NBO) charge in e.
Atoms and positions in Å:
1 C -0.26 -0.46 -0.26  -0.398
2 C 0.17 1.00 -0.30  0.405
3 C 2.47 0.27 0.29  0.260
4 C -1.92 1.05 0.02  0.273
5 H -2.77 -1.75 0.24  0.474
6 H -0.59 -1.21 -1.16  0.254
7 H 0.59 -1.15 0.17  0.279
8 H 3.31 0.80 1.12  0.193
9 H 3.23 -1.38 -0.01  0.347
10 H -3.00 1.41 0.36  0.230
11 N -1.59 -0.26 0.50  -0.162
12 N 1.47 1.39 0.00  -0.493
13 N 2.49 -0.86 -0.40  -0.681
14 N -0.95 1.91 -0.40  -0.416
15 O -2.64 -0.76 -0.17  -0.565

Properties
HOMO energy (eV): -9.4
Charge: 0
SMILES: [H]/N=C/N=C1\CN(O)C=N1
HOMO-LUMO gap (eV): 9.2284

=====

Run x
Computed, not measured: a 2-piece molecular cluster, C4H6N4O overall, with ωB97M-V/def2-TZVPD.

Last column: natural (NBO) charge in e.
Atoms and positions in Å:
1 C 1.04 0.99 1.04  -0.420
2 N 0.96 -0.21 0.20  -0.196
3 C -1.49 -0.87 -0.02  0.189
4 C -1.70 0.24 -0.73  0.236
5 O 1.96 -1.13 0.62  -0.540
6 N -1.94 -1.89 0.56  -0.601
7 N -1.59 1.42 -1.09  -0.623
8 C 1.08 0.04 -1.15  0.394
9 N 1.26 0.13 -2.29  -0.343
10 H 1.44 -1.88 0.99  0.484
11 H -2.81 -2.26 0.19  0.370
12 H -1.31 1.56 -2.06  0.396
13 H 1.95 1.57 0.89  0.201
14 H 0.20 1.62 0.76  0.232
15 H 0.95 0.69 2.09  0.220

Properties
HOMO energy (alpha / beta) (eV): -8.0 / -8.1
Charge: 0
SMILES: CN(O)C#N.N=C=C=N
HOMO-LUMO gap (alpha / beta) (eV): 7.0108 / 7.1368

=====

Most stable one: run w, least stable one: run x.

=====

Run w
Computed, not measured: a 2-piece molecular cluster, C4H11P overall, with ωB97M-V/def2-TZVPD.

Last column: natural (NBO) charge in e.
Atoms and positions in Å:
1 C -1.21 -1.87 -1.97  -0.859
2 C 0.34 -0.24 1.70  -0.675
3 C 0.22 1.99 0.79  -0.660
4 C 0.89 0.69 0.71  -0.284
5 P 1.78 0.17 -0.62  0.338
6 H -2.18 -2.25 -1.46  0.206
7 H -1.48 -1.98 -3.01  0.216
8 H -0.43 -2.60 -1.78  0.217
9 H -0.28 0.25 2.36  0.210
10 H 1.14 -0.71 2.27  0.236
11 H -0.32 -0.97 1.17  0.236
12 H -0.75 1.82 0.38  0.227
13 H 0.22 2.38 1.79  0.206
14 H 0.64 2.79 0.27  0.220
15 H 2.40 1.38 -1.00  -0.051
16 H -0.97 -0.85 -1.60  0.218

Properties
HOMO energy (eV): -8.5
Charge: 0
SMILES: CC(C)=P.C
HOMO-LUMO gap (eV): 8.8453

=====

Run x
Computed, not measured: C4H11P as an isolated structure, with ωB97M-V/def2-TZVPD.

Last column: natural (NBO) charge in e.
Atoms and positions in Å:
1 C 1.29 1.59 0.05  -1.235
2 C -2.19 0.47 0.15  -0.666
3 C 1.82 -1.19 0.27  -0.983
4 C -1.34 -0.64 -0.21  -0.572
5 P 0.80 0.15 -0.43  1.167
6 H 1.06 2.46 -0.60  0.246
7 H 1.19 1.92 1.16  0.232
8 H -2.66 1.04 -0.66  0.217
9 H -3.07 -0.12 0.53  0.220
10 H -1.75 1.18 0.92  0.227
11 H 2.92 -1.10 0.09  0.256
12 H 1.62 -1.33 1.28  0.236
13 H 1.80 -2.16 -0.16  0.247
14 H -1.54 -1.20 -1.18  0.222
15 H -1.10 -1.30 0.67  0.200
16 H 1.16 0.23 -1.88  -0.014

Properties
HOMO energy (eV): -7.1
Charge: 0
HOMO-LUMO gap (eV): 8.0898

=====

Most stable one: run w, least stable one: run x.

=====

Run w
Computed, not measured: a 2-piece molecular cluster, C2H9OS overall, with ωB97M-V/def2-TZVPD.

Last column: natural (NBO) charge in e.
Atoms and positions in Å:
1 O 1.29 -0.90 2.33  -0.976
2 H 2.19 -0.92 2.65  0.496
3 H 0.76 -1.48 2.88  0.490
4 H -0.73 -1.18 -0.20  0.171
5 C -0.30 1.01 0.63  -0.737
6 S -0.93 0.03 -0.76  0.677
7 C 0.42 0.15 -1.94  -0.747
8 H 0.63 0.53 0.93  0.288
9 H -0.12 2.03 0.30  0.263
10 H -1.06 1.00 1.40  0.269
11 H 1.37 0.17 -1.42  0.259
12 H 0.27 1.12 -2.41  0.268
13 H 0.39 -0.69 -2.64  0.279

Properties
HOMO energy (eV): -15.6
Charge: +1
HOMO-LUMO gap (eV): 12.1080

=====

Run x
Computed, not measured: a 2-piece molecular cluster, C2H9OS overall, with ωB97M-V/def2-TZVPD.

Last column: natural (NBO) charge in e.
Atoms and positions in Å:
1 O 2.83 -0.13 0.00  -0.963
2 H 3.50 -0.20 0.65  0.503
3 H 3.28 -0.07 -0.84  0.488
4 H 0.98 0.29 -0.70  0.320
5 C -1.67 -1.17 -0.74  -0.646
6 S -0.31 -0.02 -0.37  0.398
7 C -0.69 1.19 0.95  -0.702
8 H -2.45 -0.69 -1.33  0.264
9 H -1.17 -1.95 -1.31  0.274
10 H -2.14 -1.61 0.13  0.278
11 H -1.70 1.04 1.31  0.266
12 H -0.56 2.19 0.54  0.258
13 H 0.08 1.12 1.71  0.262

Properties
HOMO energy (eV): -14.9
Charge: +1
HOMO-LUMO gap (eV): 10.2346

=====

Most stable one: run w, least stable one: run x.

=====

Run w
Computed, not measured: a 2-piece molecular cluster, BrNO3 overall, with ωB97M-V/def2-TZVPD.

Last column: natural (NBO) charge in e.
Atoms and positions in Å:
1 N 0.57 0.34 0.02  0.587
2 O 1.49 -0.36 0.03  -0.211
3 O -0.11 1.29 0.01  -0.244
4 O -1.59 -1.29 0.01  -0.669
5 Br -2.47 0.12 -0.03  0.538

Properties
HOMO energy (alpha / beta) (eV): -9.7 / -8.7
Charge: 0
HOMO-LUMO gap (alpha / beta) (eV): 9.6462 / 6.8179

=====

Run x
Computed, not measured: one molecule with the formula BrNO3, with ωB97M-V/def2-TZVPD.

Last column: natural (NBO) charge in e.
Atoms and positions in Å:
1 N -1.22 -0.62 -0.16  0.431
2 O -1.15 -0.61 1.03  -0.303
3 O -0.38 -0.22 -1.01  -0.377
4 O 1.85 0.77 -2.37  -0.768
5 Br 1.49 0.81 -0.80  1.018

Properties
HOMO energy (alpha / beta) (eV): -10.0 / -9.9
Charge: 0
HOMO-LUMO gap (alpha / beta) (eV): 7.2476 / 7.2319

=====

Most stable one: run x, least stable one: run w.